Computed, not measured: a structure of composition C7H12O2, with the ωB97M-V functional and the def2-TZVPD basis.

XYZ file:
```
21
Properties=species:S:1:pos:R:3:forces:R:3
C 0.6422 1.8316 0.2856 -0.62 0.64 -1.16
C 1.8429 -0.8557 0.6851 0.25 0.52 0.08
C -0.8340 -1.3390 -1.1335 0.13 0.09 0.07
C -2.0098 0.1660 0.5335 0.02 0.03 -0.06
C 0.0656 0.9781 -0.6563 1.58 1.11 0.34
C 0.5896 -0.1561 1.1342 -2.42 -2.55 -0.95
C -0.7381 -0.1324 -0.2270 0.83 -0.34 1.81
O 0.6542 0.8291 -1.8673 -0.16 0.02 0.14
O 0.1357 -0.1620 2.2489 0.53 0.72 -0.23
H 1.2865 1.5462 -2.0040 -0.03 -0.01 0.04
H 1.4481 2.4844 -0.0304 0.03 0.04 -0.11
H 0.0855 2.1923 1.1338 -0.04 -0.26 0.16
H 1.6773 -1.9307 0.7748 -0.14 0.06 0.01
H 2.1048 -0.6187 -0.3415 0.05 0.01 -0.02
H 2.6551 -0.5826 1.3591 0.06 -0.02 -0.09
H -1.5438 -1.1654 -1.9478 -0.03 -0.04 0.05
H 0.1212 -1.5932 -1.5894 0.02 -0.01 0.02
H -1.1768 -2.1973 -0.5522 -0.05 0.03 -0.05
H -2.1788 -0.6067 1.2861 -0.04 -0.02 -0.09
H -2.8554 0.1986 -0.1580 -0.05 -0.05 0.05
H -1.9718 1.1134 1.0664 0.07 0.02 -0.03
```
Positions in Å, forces in eV/Å.

Output
- Relative energy (zero: lowest compared OMol25 entry of this formula, charge and spin): 55.9 kcal per mole
- Electronic energy: -11545.9775 eV
- Kohn-Sham gap: 8.3 eV
- LUMO level: 0.56 eV
- Highest occupied orbital energy: -7.76 eV

natural (NBO) atomic charge list, values in e, 6 entries: atom 1 (C): -0.64, atom 2 (C): -0.72, atom 3 (C): -0.62, atom 4 (C): -0.60, atom 5 (C): 0.45, atom 6 (C): 0.65